Record 1
{
  "formula": "C4H9P3",
  "method": "ωB97M-V with the def2-TZVPD basis set",
  "relative_energy_ev": 2.7640,
  "e_tot_ev": -32156.012,
  "homo_energy_ev": [-7.737, -8.394],
  "molar_mass_g_mol": 150.0,
  "orbital_gap_ev": [7.608, 7.105],
  "elements": ["C", "C", "C", "C", "P", "P", "P", "H", "H", "H", "H", "H", "H", "H", "H", "H"],
  "positions_angstrom": [[-1.03486, -1.05666, 1.50282], [-0.23837, 0.15785, 1.67757], [2.39240, 0.06613, 0.89186], [-1.67567, 0.79450, -3.18511], [-1.10280, -1.93174, 0.00321], [0.79786, 0.79049, 0.22887], [0.31037, -0.85123, -1.10753], [-1.94816, -1.21877, 2.21598], [-0.87520, 1.07786, 1.98632], [0.41304, -0.00413, 2.49616], [2.69365, 0.49897, 1.87538], [3.18785, 0.33125, 0.25138], [2.36857, -1.06951, 1.01926], [-2.20073, 0.94498, -2.20746], [-2.07568, 0.02999, -3.91370], [-1.01225, 1.44003, -3.73501]],
  "nbo_charge": [-0.51, -0.77, -0.92, -0.53, 0.33, 0.51, -0.06, 0.24, 0.24, 0.25, 0.23, 0.23, 0.23, 0.19, 0.17, 0.18]
}

Record 2
{
  "formula": "C6H38O14",
  "method": "ωB97M-V with the def2-TZVPD basis set",
  "relative_energy_ev": 3.9842,
  "e_tot_ev": -35500.556,
  "homo_energy_ev": -8.415,
  "molar_mass_g_mol": 334.4,
  "orbital_gap_ev": 8.290,
  "elements": ["C", "C", "C", "C", "C", "C", "H", "H", "H", "H", "H", "H", "H", "H", "H", "H", "H", "H", "O", "H", "H", "O", "H", "H", "O", "H", "H", "O", "H", "H", "O", "H", "H", "O", "H", "H", "O", "H", "H", "O", "H", "H", "O", "H", "H", "O", "H", "H", "O", "H", "H", "O", "H", "H", "O", "H", "H", "O"],
  "positions_angstrom": [[-1.68597, -0.53898, 3.20985], [-1.27474, -1.00506, 1.86276], [-1.84478, -0.23036, 0.91130], [-1.44002, -0.05949, -0.48654], [-0.59455, -1.00328, -0.97956], [-0.30037, -1.02233, -2.44686], [-0.93336, 0.09965, 3.64171], [-1.78346, -1.42149, 3.84181], [-2.69294, -0.10956, 3.20139], [-0.77031, -1.92283, 1.77546], [-2.52497, 0.59284, 1.19507], [-2.04114, 0.68863, -0.98151], [-0.41309, -1.96442, -0.41673], [-0.68445, -0.06181, -2.78005], [0.76579, -1.13408, -2.75928], [-0.82330, -1.79049, -2.96248], [-3.34973, 2.77585, -1.51507], [-3.47937, 1.43442, -0.78203], [-3.55366, 2.35801, -0.68271], [-3.25196, 3.19883, 0.86789], [-3.67330, 3.26334, 2.29960], [-3.06526, 3.58419, 1.77354], [1.10518, -3.40779, -3.08332], [2.08500, -2.85056, -2.12932], [1.44465, -3.60627, -2.20304], [4.03849, 2.32966, -0.55928], [2.91540, 3.21554, -1.03240], [3.46611, 2.97157, -0.29394], [-1.22769, 3.21610, 1.98775], [-0.51709, 4.32833, 1.19116], [-0.30933, 3.54905, 1.63283], [2.03670, 1.66434, -2.25622], [1.19181, 2.86736, -1.90923], [2.01882, 2.60597, -2.40519], [-3.28711, -3.07113, -2.53309], [-2.48330, -1.65460, -2.59496], [-2.91850, -2.42928, -3.09200], [-0.58566, 4.10700, -1.21075], [-0.31892, 2.81820, -0.46724], [-0.24639, 3.26354, -1.31271], [2.68864, 2.39443, 1.34341], [1.31901, 2.59881, 1.76684], [1.88811, 1.87121, 1.56674], [1.00348, -3.33704, -0.52263], [1.56289, -3.71235, 0.74329], [1.05398, -3.00068, 0.31856], [2.82579, -1.62336, 1.51491], [3.28104, -2.96834, 0.88188], [3.09949, -2.59902, 1.68867], [1.82432, 0.27945, 1.02769], [1.20714, -1.15725, 0.47125], [1.93610, -0.52692, 0.50674], [-0.44013, -3.02332, 2.45383], [-0.76981, -4.38783, 2.76809], [-1.03688, -3.54924, 3.12593], [3.94996, -1.18220, -2.01644], [2.65345, -0.71050, -1.13339], [2.96021, -1.01448, -2.02195]],
  "nbo_charge": [-0.65, -0.12, -0.23, -0.27, -0.16, -0.69, 0.22, 0.23, 0.21, 0.16, 0.17, 0.18, 0.23, 0.21, 0.24, 0.23, 0.49, 0.48, -0.95, 0.51, 0.46, -0.97, 0.48, 0.50, -0.98, 0.46, 0.50, -0.98, 0.52, 0.47, -0.99, 0.47, 0.49, -0.98, 0.48, 0.49, -0.96, 0.48, 0.51, -0.94, 0.51, 0.50, -1.00, 0.49, 0.49, -0.98, 0.50, 0.45, -0.98, 0.53, 0.52, -1.03, 0.46, 0.46, -0.92, 0.49, 0.52, -1.02]
}

Record 3
{
  "formula": "C8H14NOS",
  "method": "ωB97M-V with the def2-TZVPD basis set",
  "relative_energy_ev": 7.2874,
  "charge": 1,
  "e_tot_ev": -22880.698,
  "homo_energy_ev": -13.182,
  "molar_mass_g_mol": 172.3,
  "orbital_gap_ev": 8.549,
  "elements": ["S", "C", "C", "C", "C", "C", "N", "H", "H", "H", "H", "H", "H", "C", "C", "C", "O", "H", "H", "H", "H", "H", "H", "H", "H"],
  "positions_angstrom": [[-0.74375, -0.81269, -0.31653], [-2.62999, -0.55798, -0.14767], [-3.32577, 0.90653, -0.02222], [-4.95049, 1.21368, 0.13270], [-5.81943, -0.21584, 0.18319], [-4.93682, -1.57515, 0.02741], [-3.47046, -1.78873, -0.13068], [-0.20511, -0.46955, 0.96172], [-0.21693, 0.00163, -1.33166], [-2.60217, 1.84942, -0.05193], [-5.42893, 2.27620, 0.23345], [-6.99104, -0.22784, 0.31542], [-5.58667, -2.57925, 0.03922], [3.79253, -0.94005, 0.70420], [3.56391, 0.05314, -0.42395], [4.72271, 1.02992, -0.54578], [2.36033, 0.77634, -0.17986], [3.87791, -0.42555, 1.66804], [2.94509, -1.62882, 0.78807], [4.70325, -1.52363, 0.53791], [3.43618, -0.48611, -1.36891], [4.84104, 1.61422, 0.37372], [4.53874, 1.74633, -1.35362], [5.66132, 0.50541, -0.74960], [2.46457, 1.25838, 0.65732]],
  "nbo_charge": [0.35, -0.03, -0.21, -0.16, -0.18, 0.02, -0.39, 0.26, 0.27, 0.25, 0.28, 0.28, 0.26, -0.63, 0.09, -0.63, -0.76, 0.20, 0.20, 0.23, 0.18, 0.20, 0.22, 0.23, 0.47]
}

Record 4
{
  "formula": "C4H2NiO2",
  "method": "ωB97M-V with the def2-TZVPD basis set",
  "relative_energy_ev": 4.2866,
  "e_tot_ev": -49307.241,
  "s2": 2.02,
  "homo_energy_ev": [-7.820, -8.453],
  "molar_mass_g_mol": 140.8,
  "multiplicity": 3,
  "orbital_gap_ev": [6.235, 6.781],
  "elements": ["O", "C", "H", "C", "C", "C", "O", "Ni", "H"],
  "positions_angstrom": [[-2.44144, 0.89141, 0.67147], [-1.24953, 0.90568, 0.31405], [-0.75585, 1.87306, 0.06420], [1.25059, -0.26498, -0.52641], [0.18652, -1.20838, -0.37634], [-0.35792, -0.19137, 0.33797], [-0.75293, -2.03917, 0.41075], [2.80768, -0.17119, 0.62876], [1.31287, 0.20494, -1.52444]],
  "nbo_charge": [-0.53, 0.30, 0.14, -0.71, 0.35, -0.04, -0.43, 0.70, 0.22]
}

Record 5
{
  "formula": "C5H9N3",
  "method": "ωB97M-V with the def2-TZVPD basis set",
  "relative_energy_ev": 5.4723,
  "e_tot_ev": -9795.995,
  "homo_energy_ev": [-6.901, -7.782],
  "molar_mass_g_mol": 111.1,
  "orbital_gap_ev": [6.806, 7.773],
  "elements": ["C", "C", "C", "N", "C", "C", "N", "N", "H", "H", "H", "H", "H", "H", "H", "H", "H"],
  "positions_angstrom": [[-0.34134, 0.40956, -1.84181], [-1.23682, -0.40891, 0.52609], [0.05282, -0.27904, -0.55669], [1.75082, 1.07584, 1.11579], [-0.56211, 0.49186, 1.37179], [0.83003, -1.42469, -0.58230], [0.48990, 0.82469, 0.57647], [-2.24155, -1.16887, 0.43925], [1.77551, 0.96794, 2.12376], [2.07482, 1.99247, 0.83799], [-2.65374, -1.40334, 1.34249], [-0.82761, 1.00126, 2.29441], [-1.03140, 1.23202, -1.65678], [0.54086, 0.81189, -2.34243], [-0.83575, -0.31289, -2.49196], [0.93808, -2.01140, -1.48348], [1.27748, -1.79840, 0.32742]],
  "nbo_charge": [-0.62, 0.25, 0.02, -0.65, -0.13, -0.32, -0.18, -0.68, 0.36, 0.37, 0.35, 0.20, 0.22, 0.21, 0.23, 0.19, 0.19]
}

Record 6
{
  "formula": "C18H22N4O",
  "method": "ωB97M-V with the def2-TZVPD basis set",
  "relative_energy_ev": 18.0494,
  "e_tot_ev": -27014.195,
  "homo_energy_ev": -7.408,
  "molar_mass_g_mol": 310.4,
  "orbital_gap_ev": 7.426,
  "elements": ["C", "C", "C", "C", "N", "C", "C", "N", "C", "N", "C", "O", "C", "H", "H", "C", "N", "C", "C", "C", "C", "C", "H", "H", "H", "H", "H", "H", "H", "H", "H", "H", "H", "H", "H", "C", "C", "C", "H", "H", "H", "H", "H", "H", "H"],
  "positions_angstrom": [[5.60739, -1.33005, -3.21057], [4.35693, -0.82378, -2.40995], [3.77415, -1.60708, -1.31608], [2.79201, -1.00588, -0.75409], [2.00590, -1.59600, 0.09900], [1.23230, -0.49955, 0.58159], [1.42725, 0.75932, -0.22749], [0.56311, 1.55331, 0.03058], [-0.29081, 1.48403, 0.95087], [-0.61274, 0.52446, 1.73635], [0.31359, -0.70824, 1.86224], [0.09674, -1.74488, 2.46986], [-1.73306, 0.48386, 2.55232], [-1.95376, 1.58001, 2.97197], [-1.26591, 0.03200, 3.63512], [-2.74433, -0.24834, 2.31133], [-3.62284, 0.06686, 1.01432], [-4.13234, 1.36273, 1.07129], [-5.36413, 1.21152, 0.18200], [-4.64198, 1.02549, -1.24150], [-3.96843, -0.50241, -1.25248], [-2.75114, -0.24603, -0.03738], [-2.37491, -1.29850, 0.08614], [-2.05574, 0.54196, -0.35060], [-4.71431, -1.47008, -0.85785], [-3.60158, -0.66794, -2.12209], [-5.56550, 0.94046, -2.21394], [-3.99552, 1.63054, -1.46023], [-5.66212, 2.37846, 0.00666], [-6.06270, 0.63532, 0.33661], [-4.57996, 1.40507, 2.19589], [-3.44881, 1.95548, 0.80676], [-2.47202, -1.37666, 2.28323], [-3.55482, -0.33274, 3.04123], [-0.94740, 2.46773, 1.06257], [2.43256, 0.29776, -0.82094], [2.96264, 0.88142, -2.07185], [4.12111, 0.70249, -2.65818], [4.57994, 1.00227, -3.49166], [2.85014, 2.07873, -2.17096], [2.14272, -2.22870, 0.70511], [4.44077, -2.39138, -1.13316], [5.95674, -2.40168, -2.98822], [6.54159, -0.74229, -3.27269], [5.48042, -1.53900, -4.29923]],
  "nbo_charge": [-0.69, 0.09, -0.30, 0.17, -0.47, -0.03, 0.20, -0.49, 0.33, -0.43, 0.63, -0.60, -0.26, 0.21, 0.24, -0.28, -0.46, -0.20, -0.33, -0.31, -0.34, -0.25, 0.22, 0.17, 0.20, 0.16, 0.17, 0.14, 0.17, 0.18, 0.19, 0.16, 0.23, 0.24, 0.18, -0.16, -0.12, -0.24, 0.21, 0.19, 0.40, 0.24, 0.21, 0.23, 0.23]
}